i:
DFT (wB97M-V/def2-TZVPD) results for 2 unconnected molecules or ions with the total composition C8H15N3.

XYZ file:
```
26
Properties=species:S:1:pos:R:3
C -2.04544 1.96121 -0.39496
C -1.94481 0.62848 -0.88461
C 3.78708 1.28428 0.38309
C 1.60287 1.18179 -0.93800
C -0.36811 -2.04011 1.35712
C -1.96501 -2.28336 -0.71750
C 2.66045 0.66424 0.05366
C -1.16790 -1.38060 0.20027
N -1.38479 2.13727 0.73198
N -0.96043 0.93628 1.10647
N -1.27161 -0.05679 0.15884
H -2.57632 2.74255 -0.91807
H -1.87690 0.34086 -1.88862
H 0.05059 0.94694 1.51794
H 4.32543 0.78912 1.10216
H 3.96727 2.33101 -0.08254
H 2.04077 1.15343 -1.89966
H 1.46786 2.30361 -0.74227
H 0.62086 0.56746 -0.98666
H -0.86915 -2.86504 1.78727
H 0.61682 -2.47208 0.95250
H -0.16886 -1.30651 2.13044
H -1.87040 -2.03790 -1.71136
H -2.05308 -3.36258 -0.33558
H -3.03497 -1.83781 -0.53433
H 2.41778 -0.32574 0.55241
```

highest occupied orbital energy = -6.5 eV
HOMO-LUMO gap = 0.269 Ha
multiplicity = 1

These are the Löwdin partial charges, in e, on atoms 1 to 6:
1. C -0.17
2. C -0.10
3. C -0.03
4. C -0.12
5. C -0.04
6. C -0.05

=====

ii:
DFT (wB97M-V/def2-TZVPD) results for C8H15N3 in the gas phase.

XYZ file:
```
26
Properties=species:S:1:pos:R:3
C -0.35208 2.00458 0.21276
C 0.74777 1.48367 -0.71527
C 1.05306 -0.03694 -0.62504
C -0.01760 -0.83214 -1.41578
C -0.17086 -2.23638 -0.95331
C -0.59007 -2.30935 0.51916
C -0.09067 -1.09668 1.32388
C 1.24367 -0.52803 0.79783
H -1.26233 1.44045 -0.01692
H -0.08354 1.88672 1.25392
H 1.67026 2.06970 -0.41371
H 0.41255 1.76978 -1.72522
H 1.98748 -0.06892 -1.19171
H -0.93047 -0.23872 -1.34320
H 0.25231 -0.83132 -2.47163
H -0.84199 -2.78069 -1.59811
H 0.84816 -2.75293 -1.05776
H -0.18835 -3.27310 0.92148
H -1.67887 -2.34070 0.63089
H -0.85148 -0.32468 1.22880
H -0.12983 -1.37363 2.40325
H 2.05157 -1.26747 0.81152
H 1.51051 0.26049 1.52095
N -2.36274 4.04011 1.38692
N -1.57284 3.87947 0.59744
N -0.65362 3.45671 -0.08116
```

highest occupied orbital energy = -9.5 eV
HOMO-LUMO gap = 0.385 Ha
multiplicity = 1

These are the Löwdin partial charges, in e, on atoms 1 to 6:
1. C -0.21
2. C -0.17
3. C -0.32
4. C -0.19
5. C -0.21
6. C -0.20

=====

Pick ii: it beats the second-best structure by 77.6 kcal/mol.

=====

i:
DFT (wB97M-V/def2-TZVPD) results for C3H6O3 in the gas phase.

XYZ file:
```
12
Properties=species:S:1:pos:R:3
C 1.74068 0.05161 -0.13041
O 0.41711 0.44803 0.15355
C -0.61366 -0.67909 0.13344
C -1.86805 0.11232 0.14006
O -2.96476 -0.43848 -0.14388
O -1.65669 1.48887 0.01628
H 2.42035 1.03661 -0.27267
H 2.13745 -0.50889 0.79424
H 1.69582 -0.56074 -1.03904
H -0.35375 -1.17806 -0.70635
H -0.40975 -1.24656 1.06379
H -0.54473 1.47439 -0.00902
```

highest occupied orbital energy = -10.3 eV
HOMO-LUMO gap = 0.398 Ha
multiplicity = 1
SMILES = COCC(=O)O

These are the Löwdin partial charges, in e, on atoms 1 to 6:
1. C -0.09
2. O -0.27
3. C 0.00
4. C -0.43
5. O 0.06
6. O 0.03

=====

ii:
DFT (wB97M-V/def2-TZVPD) results for C3H6O3 in the gas phase.

XYZ file:
```
12
Properties=species:S:1:pos:R:3
O -0.52858 1.15180 1.05204
C 0.34733 0.93726 -0.01302
C -0.18108 -0.03834 -1.02519
O -1.51034 -0.41790 -0.90557
C 0.85953 -0.49000 -0.01631
O 0.49979 -1.16304 1.15589
H -0.28770 0.42839 1.66320
H 0.94292 1.80340 -0.28311
H 0.16182 0.04781 -2.05513
H -1.87543 0.17897 -0.22823
H 1.86366 -0.73782 -0.35216
H -0.28749 -1.70472 1.01084
```

highest occupied orbital energy = -9.7 eV
HOMO-LUMO gap = 0.383 Ha
multiplicity = 1
SMILES = O[C@H]1[C@@H](O)[C@H]1O

These are the Löwdin partial charges, in e, on atoms 1 to 6:
1. O -0.01
2. C -0.25
3. C -0.26
4. O 0.01
5. C -0.23
6. O -0.01

=====

Pick ii: it beats the second-best structure by 3.9 kcal/mol.

=====

i:
DFT (wB97M-V/def2-TZVPD) results for a molecular structure, C3H6O3.

XYZ file:
```
12
Properties=species:S:1:pos:R:3
C 1.70260 -0.51208 0.20060
O 0.88088 -0.13080 1.25966
C 0.08235 0.64841 0.22312
O 0.29666 1.78366 -0.08101
C -1.18180 -0.16432 0.11047
O -1.97066 0.07865 -1.01056
H 1.03031 -0.23989 -0.73053
H 2.55704 0.15834 0.08894
H 1.92377 -1.57809 0.11258
H -0.96024 -1.23126 0.15732
H -1.65900 0.12852 1.06100
H -2.21208 1.01312 -1.01179
```

highest occupied orbital energy = -10.6 eV
HOMO-LUMO gap = 0.414 Ha
multiplicity = 1

These are the Löwdin partial charges, in e, on atoms 1 to 6:
1. C -0.11
2. O -0.09
3. C -0.48
4. O 0.15
5. C -0.19
6. O -0.02

=====

ii:
DFT (wB97M-V/def2-TZVPD) results for 2 unconnected molecules or ions with the total composition C3H6O3.

XYZ file:
```
12
Properties=species:S:1:pos:R:3
C -0.40756 -0.72332 1.37801
C -0.51531 -0.31522 -0.01529
C 1.77784 1.73843 -1.25032
O -1.35030 0.25168 0.93849
O -0.87856 -1.89883 1.87174
O -1.02665 -1.04518 -1.03713
H 0.39152 -0.34391 1.99917
H 2.60368 1.26251 -0.76836
H 1.25169 2.52347 -0.75684
H 1.49288 1.42884 -2.22432
H -1.54174 -2.27557 1.27900
H -1.79750 -0.60291 -1.41417
```

highest occupied orbital energy (alpha / beta) = -8.7 / -8.2 eV
HOMO-LUMO gap (alpha / beta) = 0.327 / 0.316 Ha
multiplicity = 1

These are the Löwdin partial charges, in e, on atoms 1 to 6:
1. C -0.34
2. C -0.25
3. C 0.09
4. O 0.07
5. O 0.07
6. O 0.07

=====

iii:
DFT (wB97M-V/def2-TZVPD) results for 2 unconnected molecules or ions with the total composition C3H6O3.

XYZ file:
```
12
Properties=species:S:1:pos:R:3
O -0.55853 -1.45659 0.26115
C 0.55170 -1.00470 0.09944
C 1.01683 0.34822 0.60118
O 2.40460 0.34992 0.85071
H 1.32962 -1.56643 -0.46243
H 0.83172 1.07988 -0.19540
H 0.40951 0.65147 1.46371
H 2.56101 -0.10633 1.68625
C -2.12468 0.40455 -1.07576
O -1.61054 1.42432 -0.68433
H -2.88525 -0.14165 -0.48975
H -1.86359 -0.04450 -2.05451
```

highest occupied orbital energy = -10.0 eV
HOMO-LUMO gap = 0.390 Ha
multiplicity = 1
SMILES = O=CCO.C=O

These are the Löwdin partial charges, in e, on atoms 1 to 6:
1. O 0.03
2. C -0.23
3. C -0.23
4. O -0.06
5. H 0.13
6. H 0.12

=====

iv:
DFT (wB97M-V/def2-TZVPD) results for a molecular structure, C3H6O3.

XYZ file:
```
12
Properties=species:S:1:pos:R:3
C -1.15406 0.66365 -0.20136
C 0.17477 -0.03834 -0.44986
C 0.22615 -1.33988 0.45421
H -1.98335 0.06384 -0.15235
H -1.30099 1.64505 -0.99771
H -0.97018 1.09181 1.08059
H 0.38972 -0.24667 -1.50181
H 1.31696 1.53742 -0.60990
H 1.31286 -0.53168 1.02582
O 1.36652 0.72400 -0.22233
O 1.06986 -1.24369 1.44440
O -0.44827 -2.32549 0.13029
```

highest occupied orbital energy = -10.5 eV
HOMO-LUMO gap = 0.404 Ha
multiplicity = 1

These are the Löwdin partial charges, in e, on atoms 1 to 6:
1. C -0.03
2. C -0.35
3. C -0.47
4. H 0.02
5. H 0.15
6. H 0.19

=====

Pick iii: it beats the second-best structure by 12.5 kcal/mol.

=====

i:
DFT (wB97M-V/def2-TZVPD) results for 2 unconnected molecules or ions with the total composition C3H6O3.

XYZ file:
```
12
Properties=species:S:1:pos:R:3
C 0.01202 1.59855 1.49863
C -1.08464 1.10296 0.91705
O -1.01663 0.64135 -0.42635
H -0.19209 2.20996 2.38308
H 0.94812 1.42956 0.91395
H -2.10056 1.18977 1.25816
H -1.91998 0.65443 -0.76150
O 0.42023 -2.73693 -1.83461
C 1.21875 -1.90601 -1.47726
O 1.21835 -1.15518 -0.39297
H 2.20030 -1.84809 -2.00832
H 0.29613 -1.18035 -0.06986
```

highest occupied orbital energy = -9.6 eV
HOMO-LUMO gap = 0.375 Ha
multiplicity = 1
SMILES = C=CO.O=CO

These are the Löwdin partial charges, in e, on atoms 1 to 6:
1. C 0.01
2. C -0.24
3. O -0.06
4. H 0.06
5. H 0.08
6. H 0.10

=====

ii:
DFT (wB97M-V/def2-TZVPD) results for C3H6O3 in the gas phase.

XYZ file:
```
12
Properties=species:S:1:pos:R:3
O 1.23594 -1.13060 -0.10012
C 0.45209 -0.00429 0.02183
O 1.18811 1.16734 0.06698
C -0.69255 -0.16022 1.04218
O -1.71582 -0.00569 0.06551
C -0.84219 0.13897 -1.05346
H 1.81458 -1.04092 -0.86944
H 1.81934 1.11427 0.79825
H -0.71926 -1.14287 1.52053
H -0.72558 0.63412 1.79485
H -0.90161 1.11600 -1.52538
H -0.91304 -0.68611 -1.76173
```

highest occupied orbital energy = -9.9 eV
HOMO-LUMO gap = 0.387 Ha
multiplicity = 1
SMILES = OC1(O)COC1

These are the Löwdin partial charges, in e, on atoms 1 to 6:
1. O 0.05
2. C -0.53
3. O 0.04
4. C -0.10
5. O -0.11
6. C -0.05

=====

Pick i: it beats the second-best structure by 7.3 kcal/mol.

=====

i:
DFT (wB97M-V/def2-TZVPD) results for C3H6O3 in the gas phase.

XYZ file:
```
12
Properties=species:S:1:pos:R:3
O 1.58576 1.44902 1.69953
C 1.21454 0.62915 0.85037
O 2.04698 -0.04084 -0.06944
C -0.30228 0.36128 0.72602
C -0.97606 -0.47005 -0.42325
O -0.11660 -0.47724 -1.61685
H 1.37497 -0.46778 -0.64677
H -0.58677 0.10161 1.77628
H -0.70738 1.36196 0.65562
H -1.21485 -1.37691 0.11052
H -1.92639 -0.09631 -0.56222
H -0.39192 -0.97390 -2.49981
```

highest occupied orbital energy = -10.3 eV
HOMO-LUMO gap = 0.386 Ha
multiplicity = 1
SMILES = O=C(O)CCO

These are the Löwdin partial charges, in e, on atoms 1 to 6:
1. O 0.06
2. C -0.43
3. O 0.07
4. C -0.07
5. C -0.19
6. O -0.12

=====

ii:
DFT (wB97M-V/def2-TZVPD) results for 2 unconnected molecules or ions with the total composition C3H6O3.

XYZ file:
```
12
Properties=species:S:1:pos:R:3
O 1.98562 -1.43298 -0.25340
C 1.01897 -1.95687 0.12699
O 0.03988 -2.47568 0.49701
C -0.50693 0.66890 -0.91854
C -0.03325 0.99826 0.49168
O -0.70196 0.26516 1.50268
H -0.03081 1.33591 -1.64434
H -1.59240 0.78292 -0.99235
H -0.26243 -0.35693 -1.22406
H 1.05666 0.85828 0.56628
H -0.23206 2.05361 0.70480
H -0.90484 -0.61799 1.17170
```

highest occupied orbital energy = -10.3 eV
HOMO-LUMO gap = 0.400 Ha
multiplicity = 1
SMILES = O=C=O.CCO

These are the Löwdin partial charges, in e, on atoms 1 to 6:
1. O 0.21
2. C -0.42
3. O 0.20
4. C -0.08
5. C -0.33
6. O -0.07

=====

iii:
DFT (wB97M-V/def2-TZVPD) results for C3H6O3 in the gas phase.

XYZ file:
```
12
Properties=species:S:1:pos:R:3
O 0.48078 -1.80513 0.55696
C 0.76935 -0.65482 0.83909
C -0.24023 0.44211 0.63864
O -1.54263 -0.06038 0.79842
C 0.09539 0.80598 -0.82247
O -0.18001 -0.27914 -1.69892
H 1.80991 -0.32253 1.00388
H -0.13619 1.25958 1.37326
H -1.50090 -1.01976 0.66516
H -0.55571 1.62416 -1.11817
H 1.14169 1.12072 -1.01790
H -0.14145 -1.11079 -1.21794
```

highest occupied orbital energy = -10.4 eV
HOMO-LUMO gap = 0.401 Ha
multiplicity = 1
SMILES = O=C[C@H](O)CO

These are the Löwdin partial charges, in e, on atoms 1 to 6:
1. O 0.05
2. C -0.19
3. C -0.33
4. O 0.00
5. C -0.19
6. O -0.05

=====

iv:
DFT (wB97M-V/def2-TZVPD) results for C3H6O3 in the gas phase.

XYZ file:
```
12
Properties=species:S:1:pos:R:3
O 1.04640 -2.00003 0.21728
C 0.59493 -0.91309 0.40910
O 1.13077 -0.06381 1.35024
C -0.61656 -0.27897 -0.22950
C -0.35417 1.19654 -0.58184
O -1.51562 1.64183 -1.29601
H 1.33899 -0.55318 2.16639
H -1.41894 -0.21820 0.50188
H -0.94251 -0.83806 -1.09550
H 0.51030 1.31753 -1.28125
H -0.21618 1.75791 0.34011
H -2.06069 2.11781 -0.64511
```

highest occupied orbital energy = -10.4 eV
HOMO-LUMO gap = 0.401 Ha
multiplicity = 1
SMILES = O=C(O)CCO

These are the Löwdin partial charges, in e, on atoms 1 to 6:
1. O 0.13
2. C -0.51
3. O 0.06
4. C -0.08
5. C -0.25
6. O -0.08

=====

Pick ii: it beats the second-best structure by 14.2 kcal/mol.

=====

i:
DFT (wB97M-V/def2-TZVPD) results for 2 unconnected molecules or ions with the total composition C5H14N4.

XYZ file:
```
23
Properties=species:S:1:pos:R:3
H 2.12003 -0.94048 -2.90411
N 1.51959 -0.16735 -3.20294
C 1.16440 0.58105 -2.25171
C 1.50835 0.41800 -0.81610
N 1.87933 1.42283 -0.06606
H 1.50951 2.31654 -0.39780
H 0.54298 1.43971 -2.50093
H 2.00881 -0.52146 -0.58304
C -1.20583 -0.12486 2.44285
C 0.05933 -0.13155 1.60191
N -0.28946 -0.16956 -0.01314
C -0.78021 -1.44703 -0.50864
N -1.20120 0.85067 -0.40279
H -1.73719 0.82421 2.35020
H -1.88337 -0.93122 2.15944
H -0.93703 -0.25271 3.49265
H 0.63159 -1.04985 1.72493
H 0.68816 0.72281 1.84850
H -0.94134 -1.38168 -1.58335
H -1.73654 -1.73218 -0.05766
H -0.04266 -2.21249 -0.28993
H -0.78530 1.73732 -0.12796
H -2.09196 0.74930 0.08570
```

highest occupied orbital energy = -8.4 eV
HOMO-LUMO gap = 0.334 Ha
multiplicity = 1
SMILES = [H]/N=C\C=N/[H].CCN(C)N

These are the Löwdin partial charges, in e, on atoms 1 to 6:
1. H 0.05
2. N 0.10
3. C -0.26
4. C -0.35
5. N 0.03
6. H 0.02

=====

ii:
DFT (wB97M-V/def2-TZVPD) results for 3 unconnected molecules or ions with the total composition C5H14N4.

XYZ file:
```
23
Properties=species:S:1:pos:R:3
C -1.50002 0.23361 -1.47343
C 0.98591 0.06846 -0.86891
C -1.57575 1.68735 -1.18536
N -2.36468 -0.60517 -0.87690
N 2.13231 -0.75259 -0.95335
H -1.16609 -0.09477 -2.44865
H -2.29552 -1.59649 -1.05581
H -2.74098 -0.36116 0.02791
H 2.09038 -1.43290 -1.70106
H 2.32896 -1.22338 -0.07001
H 0.75948 0.38811 -1.88333
H 1.15990 0.98782 -0.31005
H -0.65082 2.18479 -1.48171
H -1.73561 1.87161 -0.12053
H -2.39446 2.15722 -1.74306
C 1.31266 -0.02332 2.62105
C 0.04361 -0.75579 0.82794
N 1.06205 -0.96247 1.65989
N 2.20395 -0.07458 3.53794
H 2.72689 -0.95231 3.45702
H 0.68759 0.88639 2.60231
H -0.69408 0.01650 1.07897
H -0.37568 -1.64694 0.35912
```

highest occupied orbital energy (alpha / beta) = -7.0 / -6.6 eV
HOMO-LUMO gap (alpha / beta) = 0.267 / 0.222 Ha
multiplicity = 1

These are the Löwdin partial charges, in e, on atoms 1 to 6:
1. C -0.26
2. C -0.21
3. C -0.08
4. N 0.08
5. N -0.01
6. H 0.11

=====

iii:
DFT (wB97M-V/def2-TZVPD) results for 2 unconnected molecules or ions with the total composition C5H14N4.

XYZ file:
```
23
Properties=species:S:1:pos:R:3
C 2.71994 -1.28917 0.44814
N 1.87278 -2.13410 -0.34933
C 2.19954 0.71403 1.54805
N 2.31263 0.11532 0.44929
H 0.90950 -2.11550 -0.01125
H 1.86308 -1.81558 -1.31192
H 3.73298 -1.31316 0.03067
H 2.76111 -1.69216 1.47123
H 2.40470 0.24993 2.52154
H 1.86946 1.74845 1.55954
C -2.98738 1.31672 -1.13951
C -0.62646 1.51879 -0.76725
N -1.68833 0.76117 -0.84900
C -1.45838 -0.44109 0.46657
N -1.11380 -1.65128 0.17380
H -1.50110 -1.97259 -0.71206
H -2.35265 -0.21084 1.05136
H -2.94531 2.05501 -1.94735
H -3.42482 1.79124 -0.25325
H -3.63894 0.49613 -1.44756
H -0.61177 0.23894 0.93428
H -0.65130 2.56548 -1.09121
H 0.35453 1.06426 -0.77479
```

highest occupied orbital energy (alpha / beta) = -7.2 / -7.2 eV
HOMO-LUMO gap (alpha / beta) = 0.250 / 0.250 Ha
multiplicity = 1

These are the Löwdin partial charges, in e, on atoms 1 to 6:
1. C -0.35
2. N 0.00
3. C -0.09
4. N -0.04
5. H 0.01
6. H 0.06

=====

iv:
DFT (wB97M-V/def2-TZVPD) results for C5H14N4 in the gas phase.

XYZ file:
```
23
Properties=species:S:1:pos:R:3
H -1.06164 0.52871 3.22428
N -0.64972 0.07262 2.41281
C -1.40725 0.05406 1.39070
N -2.61904 0.67366 1.26824
C -0.88518 -0.60281 0.14180
N -0.22703 -1.81913 0.52555
N -0.08828 0.45394 -0.64260
C 0.67455 1.38906 0.14270
C 0.63728 -0.08840 -1.77961
C 2.06867 -0.58643 -1.52815
H -3.03380 0.78664 0.36185
H -2.92033 1.31039 1.98933
H -1.71555 -0.86622 -0.52980
H 0.26448 -2.25224 -0.24423
H 0.40575 -1.64416 1.29709
H 1.33010 1.97495 -0.50146
H -0.00760 2.06361 0.66083
H 1.23088 0.88290 0.97080
H 0.03339 -0.90113 -2.19331
H 0.68075 0.70352 -2.53847
H 2.44944 -1.04928 -2.43588
H 2.11323 -1.32241 -0.72866
H 2.72690 0.23817 -1.26379
```

highest occupied orbital energy = -8.1 eV
HOMO-LUMO gap = 0.332 Ha
multiplicity = 1
SMILES = [H]/N=C(\N)[C@H](N)N(C)CC

These are the Löwdin partial charges, in e, on atoms 1 to 6:
1. H 0.05
2. N 0.12
3. C -0.49
4. N 0.14
5. C -0.34
6. N 0.07

=====

Pick iv: it beats the second-best structure by 64.9 kcal/mol.